[1]
A molecular structure, C15H25INO4P2STi, computed with ωB97M-V with the def2-TZVPD basis set.

XYZ file:
```
50
Properties=species:S:1:pos:R:3:forces:R:3
C 0.02977 0.07249 -4.10917 -0.56 0.23 -0.47
I 2.49196 -0.12579 -2.32641 -0.83 0.15 0.42
H 0.77448 0.11574 -4.91890 0.16 -0.02 0.86
H -0.57315 0.99844 -4.07890 0.33 -0.50 0.07
H -0.53665 -0.86402 -4.15379 0.17 0.24 0.10
Ti 0.05457 0.01150 -1.21640 3.04 -0.23 1.81
P 0.00904 2.53543 -1.31482 0.07 1.40 0.00
C -1.57043 3.31883 -1.71828 -0.31 -0.06 -0.10
C 0.49210 3.37640 0.23400 0.04 -0.25 0.41
H 0.79026 4.40787 -0.02061 -0.21 -0.39 0.10
H 1.04044 4.37383 -2.38675 0.12 -0.24 -0.18
H 1.32792 2.87255 0.74018 -0.18 0.21 -0.25
H 2.18384 2.98335 -2.28371 -0.19 0.17 -0.05
H -2.18582 3.35070 -0.80792 0.06 0.04 -0.35
H -0.36283 3.39846 0.92752 0.26 0.02 -0.22
C 1.15635 3.28879 -2.50527 0.07 -0.26 -0.08
H -1.36190 4.33958 -2.07838 -0.26 -0.36 0.16
H 0.90342 2.98146 -3.52306 0.09 0.15 0.05
H -2.09930 2.74350 -2.49124 0.05 0.38 0.15
P 0.09652 -2.53589 -1.02061 0.14 -1.23 0.20
C -1.50256 -3.34672 -1.25164 -0.19 0.09 -0.08
C 1.21023 -3.46821 -2.11043 0.04 0.18 -0.26
H 1.53354 -2.64341 0.98150 -0.19 -0.21 -0.21
H 0.86973 -4.24040 0.49376 -0.17 0.37 0.04
H -0.15867 -3.04088 1.35336 0.18 -0.07 -0.19
C 0.64257 -3.16861 0.61152 -0.04 0.40 0.26
H 2.24828 -3.14379 -1.96053 -0.31 -0.22 -0.01
H 1.08743 -4.52693 -1.83265 0.13 0.33 -0.24
H -1.31568 -4.42273 -1.37425 -0.27 0.27 0.06
H -2.01053 -2.94244 -2.13630 0.03 -0.31 0.17
H 0.93643 -3.31055 -3.15965 0.11 -0.15 0.14
H -2.11956 -3.15786 -0.36470 0.02 -0.12 -0.25
C -1.77246 -0.05008 -2.19937 -9.27 0.10 -1.79
O -2.93105 -0.03354 -2.49082 7.77 -0.16 1.60
O 2.53442 1.46952 2.09859 -0.08 -0.58 -0.42
S 1.92140 0.17475 2.07839 1.30 -0.53 0.94
O 2.69980 -1.04257 2.07290 -0.58 1.21 -0.27
N 0.80944 0.09935 0.82973 -1.86 0.01 -1.74
C -0.46623 0.04465 1.27506 0.01 0.04 -0.35
O -1.38666 -0.01403 0.34707 1.73 0.08 0.59
C -0.58606 0.04360 2.74031 -0.17 -0.23 1.11
C -1.66192 -0.10099 3.63374 -0.41 -0.04 -0.46
C -1.47806 -0.17027 5.01464 0.31 -0.04 0.19
C -0.20286 -0.10534 5.59445 0.35 0.01 -0.82
C 0.89538 0.02513 4.71480 0.15 -0.04 -0.14
C 0.68142 0.09856 3.31651 0.05 -0.21 1.58
H -2.66241 -0.19326 3.23945 -0.15 0.05 -0.03
H -2.32459 -0.31434 5.67977 -0.05 0.09 -0.31
H -0.05217 -0.19031 6.69795 -0.14 0.13 -1.19
H 1.90086 0.02845 5.15934 -0.39 0.09 -0.55
```
Positions in Å, forces in eV/Å.

Values from the calculation:
- Highest occupied orbital energy (alpha / beta): -0.562 / -0.570 Ha
- Expectation value of S²: 0.7694
- 2S+1: 2
- HOMO-LUMO gap (alpha / beta): 0.2240 / 0.2336 Eh
- Total charge: +2
- Strongest force on any atom: 9.4 eV/Å

Löwdin population analysis, charges in e, atoms 1 to 4: C -0.059; I 0.719; H 0.029; H 0.014

***

[2]
A molecular structure, C15H25KN8O3S2, computed with ωB97M-V with the def2-TZVPD basis set.

XYZ file:
```
54
Properties=species:S:1:pos:R:3:forces:R:3
K 0.53355 0.75906 -0.59512 -0.25 0.06 -0.12
C 7.06385 -5.26670 1.36007 0.02 -0.01 0.00
C 6.11875 -4.12915 1.08846 -0.02 0.02 0.00
C 4.74481 -4.34972 1.01149 0.02 0.00 0.00
C 3.86676 -3.30226 0.79316 0.00 0.00 0.01
C 4.35996 -2.01313 0.65007 -0.05 -0.03 -0.03
C 5.72160 -1.77101 0.72199 -0.01 0.02 0.00
C 6.59157 -2.82952 0.93689 0.01 -0.01 0.00
S 3.23359 -0.67263 0.34636 0.15 0.05 0.09
O 3.95904 0.54908 0.62820 0.03 -0.02 0.01
O 2.76609 -0.81356 -1.02492 -0.03 0.01 -0.02
N 1.96186 -0.89250 1.25854 -0.01 -0.02 -0.02
C 2.05437 -0.85025 2.62847 0.02 0.00 0.04
C 3.24001 -0.65987 3.37174 0.03 0.01 0.06
C 3.19135 -0.69855 4.74603 -0.01 0.00 -0.03
C 1.97831 -0.90832 5.39693 0.00 0.00 -0.01
C 0.86155 -1.05598 4.60329 0.03 -0.01 0.08
N 0.88161 -1.02740 3.26949 -0.04 0.00 -0.06
H 6.68241 -6.20345 0.95484 -0.01 0.00 0.00
H 7.20301 -5.40533 2.43435 0.00 0.00 0.00
H 8.04394 -5.07855 0.92301 0.01 0.00 0.00
H 4.36041 -5.35625 1.12685 -0.01 0.00 0.00
H 2.79947 -3.47663 0.74443 -0.01 0.00 0.00
H 6.08511 -0.75806 0.61358 0.01 0.01 0.00
H 7.65749 -2.64096 0.98922 0.00 0.00 0.00
H 4.17540 -0.46558 2.87091 -0.01 0.00 -0.03
H 4.10262 -0.55914 5.31464 0.00 0.00 0.01
H 1.90374 -0.94703 6.47398 -0.01 0.00 0.00
H -0.11344 -1.20919 5.05620 -0.01 0.00 -0.02
N -1.38424 -1.69606 1.37109 0.00 0.00 0.09
C -1.87754 -0.49252 1.08746 0.06 -0.05 -0.08
N -1.38123 0.52674 1.82046 -0.07 0.06 -0.02
S -3.00282 -0.23832 -0.15493 0.02 -0.04 0.05
H -0.58881 -1.74258 2.01054 -0.02 0.00 -0.04
H -1.52462 -2.43112 0.68757 0.03 0.01 -0.02
H -0.69888 0.33390 2.54246 0.04 -0.03 0.02
H -1.77761 1.44250 1.71056 -0.01 0.00 0.00
C -4.37796 3.82973 -0.09079 -0.03 0.01 -0.02
N -3.13683 3.10566 -0.22391 0.12 -0.02 0.05
C -1.93992 3.66089 -0.50799 0.05 0.01 -0.03
N -1.89526 5.02228 -0.62802 -0.01 0.00 -0.02
O -0.92166 2.98177 -0.66897 0.10 -0.04 0.05
H -5.17479 3.11280 0.09002 0.00 -0.01 0.00
H -4.62774 4.38904 -0.99645 0.00 0.00 0.00
H -4.35940 4.51970 0.75779 0.00 0.00 0.00
H -3.14202 2.08493 -0.23869 -0.05 -0.01 0.00
H -2.64942 5.60897 -0.32367 -0.01 0.00 0.01
H -0.97656 5.42189 -0.69495 -0.02 0.01 0.01
N -0.89042 -2.96774 -1.27263 -0.05 0.06 -0.06
N 0.17652 -2.01393 -1.31366 0.14 -0.07 0.08
H -0.65556 -3.81991 -1.76800 0.00 0.01 0.03
H -1.70030 -2.54559 -1.71228 0.02 -0.01 -0.01
H 0.81796 -2.17590 -2.08358 -0.10 -0.01 -0.03
H 0.73101 -2.11292 -0.46743 -0.03 0.02 0.00
```
Positions in Å, forces in eV/Å.

Values from the calculation:
- Highest occupied orbital energy: -0.292 Ha
- 2S+1: 1
- HOMO-LUMO gap: 0.3018 Eh
- ΔE to the lowest compared entry with this formula, charge and spin: 0.00 kJ/mol
- Total charge: 0
- Strongest force on any atom: 0.3 eV/Å

Löwdin population analysis, charges in e, atoms 1 to 4: K 0.791; C -0.052; C -0.272; C -0.035

***

[3]
2 unconnected molecules or ions with the total composition C15H25N3O6PS, computed with ωB97M-V with the def2-TZVPD basis set.

XYZ file:
```
51
Properties=species:S:1:pos:R:3:forces:R:3
C -3.71555 -2.10208 0.74061 -0.21 -0.33 0.16
C -3.48792 -1.25278 -0.06836 0.41 0.10 0.33
C -2.92590 -0.18188 -0.79534 -0.18 0.50 -0.50
C -1.69333 -0.30016 -1.40789 -0.02 -0.55 -0.08
C -0.88836 -1.55984 -1.36072 0.05 0.46 0.24
C 0.29125 -1.41909 -0.43140 0.08 -0.07 0.51
C 0.41819 -2.16867 0.65868 -0.16 0.02 -0.19
C -1.20109 0.81740 -2.06067 -0.38 -0.56 0.29
N -1.91037 1.93590 -2.07651 0.72 0.55 -0.75
C -1.35749 3.13802 -2.75439 0.08 -0.37 0.50
P 0.41828 3.52313 -2.40826 0.62 1.87 -0.05
O 0.56625 4.97040 -2.39185 -0.34 0.08 -0.17
O 0.88886 2.86890 -1.03957 -0.36 -0.89 -0.52
O 1.26840 2.82171 -3.56506 -0.67 -0.75 0.61
N -3.10391 2.09204 -1.54331 0.15 -0.30 0.20
C -3.61434 1.04947 -0.91132 -0.35 0.07 0.48
C -4.97833 1.22029 -0.30980 0.17 0.46 -1.09
C -5.90613 1.85301 -1.35649 -0.71 0.40 0.04
N -7.30286 1.74189 -0.93388 0.05 0.08 0.00
H -3.91779 -2.85664 1.45929 -0.16 -0.16 0.08
H -0.53471 -1.80322 -2.36141 0.11 0.02 -0.13
H -1.50184 -2.38771 -1.03115 -0.16 -0.10 0.04
H 1.04191 -0.66477 -0.64058 0.34 -0.35 -0.55
H -0.45475 -2.65970 1.06902 0.10 -0.66 -0.28
H 1.36728 -2.34212 1.14495 0.03 0.60 0.41
H -0.23724 0.74135 -2.54048 0.08 0.52 -0.21
H -1.52891 3.07271 -3.82687 -0.02 -0.13 -0.09
H -1.90949 3.99823 -2.39809 -0.13 0.07 0.15
H 0.17204 2.57436 -0.46554 0.18 0.08 0.24
H 0.69611 2.73945 -4.33885 0.47 0.01 -0.35
H -5.36803 0.25057 -0.03274 -0.13 -0.02 0.34
H -4.91570 1.90999 0.52803 0.00 -0.23 0.37
H -5.64067 2.89981 -1.50484 0.34 0.04 -0.07
H -5.79520 1.37016 -2.32445 0.06 -0.24 -0.03
H -7.91878 1.81820 -1.73298 0.01 -0.16 -0.09
H -7.54578 2.53861 -0.35698 0.00 -0.10 0.20
O 6.39024 -3.66379 2.00862 -0.01 0.03 -0.27
S 5.23069 -3.12159 2.64133 0.04 0.02 0.51
O 4.09385 -2.73762 1.85703 -0.08 -0.03 -0.18
O 5.66640 -1.90166 3.55926 -0.12 -0.06 0.06
C 6.44254 -0.84277 2.95773 0.28 0.45 -0.28
C 5.60362 0.07348 2.08940 -0.19 -0.17 -0.10
C 4.70191 -4.19325 3.93239 -0.03 -0.01 0.06
H 7.27580 -1.26988 2.39834 -0.08 -0.15 0.01
H 6.86254 -0.28363 3.79080 -0.09 -0.16 0.15
H 5.23237 -0.44698 1.20736 0.04 0.00 -0.01
H 6.20036 0.92268 1.75694 0.05 0.00 0.07
H 4.73928 0.44056 2.64340 0.05 0.06 0.04
H 5.56052 -4.45724 4.54284 0.02 0.02 -0.01
H 4.28267 -5.08002 3.46234 0.03 0.01 -0.06
H 3.94310 -3.68520 4.52140 0.00 0.02 -0.01
```
Positions in Å, forces in eV/Å.

Values from the calculation:
- Highest occupied orbital energy: -0.454 Ha
- 2S+1: 1
- HOMO-LUMO gap: 0.2676 Eh
- ΔE to the lowest compared entry with this formula, charge and spin: 0.00 kJ/mol
- Total charge: +1
- Strongest force on any atom: 2.0 eV/Å

Löwdin population analysis, charges in e, atoms 1 to 4: C 0.227; C -0.056; C -0.081; C -0.102